Density functional theory data (the ωB97M-V functional and the def2-TZVPD basis) for a 4-piece molecular cluster, C47H79IN4O7PS overall.

Calculated values
<S²>: 3.76
Lowest unoccupied orbital energy (alpha / beta) in hartree: 0.0105 / 0.0105
Multiplicity: 4

Structure (XYZ):
```
140
C47H79IN4O7PS (the ωB97M-V functional and the def2-TZVPD basis)
C 0.778 1.011 -2.523
C 0.486 1.620 -3.897
O 1.602 2.309 -4.448
C 2.665 1.479 -4.876
C 2.713 1.387 -6.397
C 1.722 0.440 -7.037
C 1.383 -0.783 -6.468
C 0.476 -1.616 -7.101
C -0.116 -1.253 -8.300
C 0.161 -0.010 -8.858
P -0.605 0.485 -10.465
O -2.159 0.057 -10.259
I -0.820 2.923 -10.102
C 1.104 0.802 -8.221
N -0.998 -2.194 -8.939
C -2.032 -2.604 -8.032
C -3.363 -2.485 -8.396
C -4.351 -2.878 -7.502
O -5.675 -2.796 -7.835
C -6.177 -1.482 -8.063
C -5.755 -0.459 -7.021
C -4.008 -3.396 -6.268
C -2.677 -3.509 -5.890
C -2.295 -4.057 -4.545
O -1.631 -5.291 -4.740
C -1.268 -5.903 -3.522
C -1.688 -3.102 -6.784
S 0.037 -3.177 -6.391
H 1.546 1.606 -2.028
H 1.101 -0.029 -2.588
H -0.124 1.040 -1.908
H 0.148 0.850 -4.601
H -0.303 2.369 -3.812
H 3.599 1.919 -4.516
H 2.592 0.488 -4.414
H 2.502 2.391 -6.778
H 3.727 1.113 -6.706
H 1.813 -1.102 -5.526
H -2.504 0.271 -9.380
H 1.348 1.764 -8.648
H -0.436 -3.018 -9.157
H -3.613 -2.103 -9.382
H -7.262 -1.579 -8.077
H -5.871 -1.149 -9.062
H -6.494 0.344 -6.970
H -4.788 -0.004 -7.246
H -5.686 -0.906 -6.026
H -4.798 -3.703 -5.593
H -3.177 -4.186 -3.907
H -1.608 -3.352 -4.052
H -2.147 -6.313 -3.010
H -0.779 -5.186 -2.851
H -0.575 -6.710 -3.755
C 1.886 2.521 3.935
C 2.395 2.665 2.493
C 3.565 3.647 2.424
C 3.141 5.096 2.659
C 2.012 5.508 1.713
C 0.818 4.547 1.711
N 1.317 3.142 1.568
O 1.542 2.826 0.346
C -0.033 4.722 2.978
C -0.085 4.846 0.520
C 2.833 1.279 2.041
H 2.538 1.838 4.481
H 1.878 3.452 4.495
H 0.878 2.105 3.954
H 4.033 3.568 1.438
H 4.316 3.343 3.158
H 2.837 5.245 3.699
H 3.998 5.753 2.499
H 1.646 6.504 1.974
H 2.410 5.573 0.696
H -0.778 3.929 3.052
H -0.555 5.678 2.924
H 0.543 4.728 3.897
H 0.465 4.855 -0.417
H -0.539 5.827 0.664
H -0.881 4.104 0.441
H 1.999 0.578 2.086
H 3.616 0.914 2.705
H 3.225 1.276 1.027
C 5.627 -5.007 2.952
C 5.188 -3.585 3.338
C 4.666 -3.548 4.774
C 3.317 -4.245 4.940
C 2.282 -3.688 3.962
C 2.749 -3.667 2.503
N 4.117 -3.058 2.429
O 4.077 -1.776 2.412
C 2.722 -5.078 1.899
C 1.807 -2.805 1.672
C 6.412 -2.689 3.194
H 6.617 -5.194 3.370
H 4.976 -5.787 3.336
H 5.696 -5.114 1.870
H 4.566 -2.503 5.084
H 5.415 -4.003 5.427
H 3.421 -5.325 4.810
H 2.959 -4.097 5.960
H 1.360 -4.272 4.015
H 2.026 -2.667 4.262
H 3.200 -5.082 0.919
H 1.685 -5.388 1.769
H 3.201 -5.831 2.517
H 1.677 -1.815 2.100
H 0.832 -3.293 1.630
H 2.181 -2.687 0.654
H 6.786 -2.706 2.169
H 7.195 -3.060 3.855
H 6.195 -1.658 3.461
C -4.833 3.222 4.987
C -3.762 2.134 4.806
C -4.322 0.756 5.157
C -4.568 0.572 6.653
C -3.310 0.879 7.465
C -2.674 2.235 7.144
N -2.551 2.384 5.657
O -1.501 1.811 5.196
C -3.485 3.381 7.764
C -1.272 2.305 7.737
C -3.330 2.178 3.345
H -5.491 3.214 4.118
H -5.465 3.076 5.857
H -4.378 4.211 5.051
H -3.614 -0.007 4.817
H -5.246 0.605 4.595
H -5.399 1.199 6.987
H -4.873 -0.458 6.844
H -3.534 0.854 8.534
H -2.570 0.094 7.279
H -3.122 4.345 7.404
H -3.360 3.358 8.847
H -4.551 3.322 7.569
H -0.661 1.459 7.436
H -1.353 2.304 8.825
H -0.764 3.219 7.428
H -2.928 3.160 3.091
H -4.202 1.991 2.718
H -2.576 1.429 3.118
```

---

Density functional theory data (the ωB97M-V functional and the def2-TZVPD basis) for a 4-piece molecular cluster, C47H80F8N4O7 overall at a distorted geometry.

Calculated values
Net charge: +1
<S²>: 3.76
ΔE to the lowest compared entry with this formula, charge and spin in eV: 16.496
Lowest unoccupied orbital energy (alpha / beta) in hartree: -0.2018 / -0.2018
Multiplicity: 4

Structure (XYZ):
```
146
C47H80F8N4O7 (the ωB97M-V functional and the def2-TZVPD basis)
C -7.427 0.403 -0.227
O -6.907 -0.913 -0.643
C -6.219 -0.818 -1.955
C -6.016 -2.354 -2.585
C -4.532 -2.475 -3.313
C -3.928 -4.020 -3.301
C -2.815 -4.190 -2.111
C -1.390 -4.850 -2.573
N -0.426 -5.172 -1.454
C -0.581 -4.621 -0.022
C 0.455 -5.016 1.221
C 1.722 -6.013 0.895
C 2.869 -6.473 1.974
O 3.324 -5.609 2.920
O 3.525 -7.817 1.971
C 1.851 -6.562 -0.649
C 0.750 -6.102 -1.822
C 1.027 -6.712 -3.317
C 2.336 -6.103 -4.091
O 3.246 -5.304 -3.259
C 4.432 -6.069 -2.830
C 5.834 -5.559 -3.554
F 6.396 -6.794 -4.221
F 5.584 -4.605 -4.693
C 6.989 -5.056 -2.508
F 8.324 -4.868 -3.148
F 7.177 -6.187 -1.524
C 6.609 -3.740 -1.613
F 5.628 -3.988 -0.519
F 7.886 -3.333 -0.914
C 6.130 -2.424 -2.466
F 7.093 -2.175 -3.575
F 4.702 -2.453 -2.897
H -8.056 0.895 -1.082
H -8.139 0.202 0.709
H -6.580 1.124 0.175
H -6.871 -0.157 -2.703
H -5.193 -0.272 -1.759
H -6.917 -2.482 -3.348
H -6.158 -3.086 -1.676
H -3.832 -1.708 -2.748
H -4.611 -2.086 -4.423
H -3.552 -4.373 -4.366
H -4.846 -4.723 -3.019
H -3.279 -4.848 -1.229
H -2.591 -3.129 -1.655
H -0.946 -4.165 -3.418
H -1.664 -5.893 -3.085
H -1.453 -3.873 0.291
H 0.294 -4.548 2.307
H 4.423 -7.624 1.531
H 2.769 -7.252 -0.909
H 0.126 -6.656 -4.060
H 1.247 -7.875 -3.162
H 2.861 -7.024 -4.635
H 1.987 -5.389 -4.982
H 4.467 -5.972 -1.641
H 4.312 -7.241 -3.023
H 6.234 -1.492 -1.728
C -6.516 6.765 -1.172
C -7.517 5.573 -1.202
C -8.961 6.078 -1.488
C -9.664 6.706 -0.289
C -9.577 5.803 0.937
C -8.118 5.402 1.273
N -7.401 4.817 0.090
O -7.911 3.523 -0.120
C -7.363 6.646 1.813
C -8.133 4.432 2.498
C -7.072 4.736 -2.448
H -5.695 6.585 -0.468
H -6.039 6.930 -2.144
H -6.999 7.710 -0.908
H -9.581 5.241 -1.835
H -8.947 6.805 -2.309
H -9.237 7.692 -0.070
H -10.717 6.880 -0.536
H -10.038 6.314 1.792
H -10.186 4.906 0.759
H -6.310 6.411 2.017
H -7.806 6.997 2.750
H -7.390 7.505 1.141
H -8.733 3.533 2.323
H -8.562 4.920 3.381
H -7.114 4.118 2.762
H -6.066 4.322 -2.311
H -7.052 5.363 -3.351
H -7.758 3.914 -2.669
C -6.371 7.140 8.782
C -6.875 6.118 7.721
C -6.252 4.716 7.974
C -4.808 4.567 7.506
C -4.643 5.046 6.067
C -5.167 6.489 5.861
N -6.576 6.660 6.354
O -7.428 6.016 5.439
C -4.212 7.482 6.576
C -5.016 6.869 4.353
C -8.408 5.996 8.015
H -6.296 8.151 8.364
H -7.053 7.224 9.635
H -5.397 6.865 9.199
H -6.849 3.951 7.459
H -6.303 4.470 9.043
H -4.133 5.115 8.172
H -4.511 3.515 7.573
H -3.584 4.982 5.787
H -5.172 4.351 5.401
H -4.578 8.513 6.492
H -3.213 7.454 6.130
H -4.061 7.265 7.635
H -5.547 6.184 3.685
H -3.963 6.843 4.045
H -5.385 7.886 4.165
H -8.926 6.945 7.834
H -8.583 5.718 9.064
H -8.890 5.219 7.415
C 14.509 -4.498 -1.877
C 14.501 -3.328 -2.905
C 14.007 -2.014 -2.234
C 12.495 -1.927 -2.046
C 11.758 -2.253 -3.340
C 12.184 -3.620 -3.934
N 13.674 -3.735 -4.089
O 14.052 -2.929 -5.178
C 11.637 -4.756 -3.029
C 11.428 -3.840 -5.283
C 16.014 -3.121 -3.252
H 14.291 -5.459 -2.358
H 15.486 -4.623 -1.398
H 13.791 -4.346 -1.065
H 14.317 -1.153 -2.842
H 14.492 -1.886 -1.258
H 12.173 -2.596 -1.241
H 12.229 -0.914 -1.723
H 10.678 -2.241 -3.150
H 11.946 -1.450 -4.066
H 11.959 -5.741 -3.392
H 10.543 -4.756 -3.019
H 11.935 -4.671 -1.983
H 11.616 -3.046 -6.012
H 10.342 -3.861 -5.126
H 11.710 -4.798 -5.739
H 16.433 -4.002 -3.754
H 16.604 -2.949 -2.339
H 16.184 -2.248 -3.887
```

---

Density functional theory data (the ωB97M-V functional and the def2-TZVPD basis) for a 14-piece molecular cluster, C47H81B2IN16O7P2 overall at a distorted geometry.

Calculated values
ΔE to the lowest compared entry with this formula, charge and spin in eV: 25.193
Lowest unoccupied orbital energy in hartree: -0.0257

Structure (XYZ):
```
156
C47H81B2IN16O7P2 (the ωB97M-V functional and the def2-TZVPD basis)
C -4.282 -1.476 0.288
C -4.203 0.186 0.424
O -2.789 0.570 0.249
B -2.703 2.041 -0.062
O -3.749 2.857 0.605
C -1.482 2.690 -1.022
C -2.151 4.017 -1.675
C -2.107 5.422 -0.862
C -3.593 5.926 -0.280
O -3.563 6.300 1.142
N -1.269 1.648 -2.090
I 0.131 2.086 -3.517
P -2.704 1.170 -2.998
N -3.127 -0.385 -2.638
C -0.187 2.906 -0.031
C 0.863 1.596 -0.003
O 0.219 0.308 0.225
C 1.038 -0.616 1.024
C 0.702 -0.696 2.652
C 1.595 -1.775 3.540
C 1.193 -1.863 5.161
C 2.774 -2.725 2.885
C 3.124 -2.606 1.264
C 2.230 -1.531 0.364
C 2.590 -1.410 -1.237
C 4.248 -1.434 -1.378
C 1.968 -2.705 -2.059
O 0.679 3.952 -0.632
C 1.460 4.692 0.349
B 2.636 5.609 -0.421
O 3.539 6.382 0.504
N 2.796 5.631 -1.939
C 1.607 6.488 -2.413
C 4.019 6.411 -2.374
P -0.577 3.128 1.822
O -1.552 4.296 2.213
H -3.174 -1.913 0.260
H -4.825 -1.967 1.212
H -4.816 -1.702 -0.731
H -4.616 0.470 1.483
H -4.846 0.676 -0.437
H -4.514 2.995 -0.058
H -3.317 3.773 -1.791
H -1.821 4.258 -2.797
H -1.288 5.530 -0.036
H -1.837 6.275 -1.657
H -3.941 6.905 -0.869
H -4.449 5.126 -0.511
H -4.431 5.983 1.550
H -3.893 1.947 -2.803
H -2.390 1.145 -4.425
H -3.042 -0.989 -3.488
H 1.541 1.803 0.959
H 1.631 1.625 -0.905
H -0.132 -0.026 3.172
H 1.979 -2.470 5.789
H 0.940 -0.807 5.617
H 0.180 -2.486 5.215
H 3.344 -3.490 3.576
H 3.972 -3.300 0.796
H 2.256 -0.376 -1.716
H 4.654 -2.542 -1.281
H 4.536 -1.074 -2.474
H 4.779 -0.807 -0.538
H 1.297 -3.298 -1.290
H 2.892 -3.320 -2.452
H 1.307 -2.314 -2.950
H 0.828 5.498 0.962
H 2.078 4.012 1.111
H 3.089 7.267 0.683
H 1.806 6.958 -3.467
H 0.651 5.808 -2.510
H 1.412 7.361 -1.635
H 3.738 7.544 -2.558
H 4.959 6.280 -1.683
H 4.332 5.975 -3.439
H -1.126 1.917 2.454
H 0.640 3.359 2.620
C -6.171 0.378 4.997
C -6.200 -0.865 4.123
N -6.225 -1.896 3.398
H -5.705 0.147 5.959
H -5.596 1.167 4.504
H -7.189 0.736 5.172
C 3.220 -1.928 8.921
C 3.190 -3.171 8.047
N 3.166 -4.202 7.322
H 3.686 -2.160 9.883
H 3.795 -1.139 8.428
H 2.202 -1.571 9.096
C 2.054 -5.864 -4.521
C 3.164 -4.829 -4.591
N 4.086 -3.971 -4.649
H 1.176 -5.507 -5.066
H 2.391 -6.804 -4.966
H 1.777 -6.044 -3.478
C -1.195 -5.868 4.087
C -1.641 -5.065 5.298
N -2.011 -4.399 6.303
H -0.946 -5.193 3.264
H -0.313 -6.464 4.339
H -1.998 -6.538 3.768
C -3.872 -4.118 -2.685
C -2.419 -4.561 -2.746
N -1.214 -4.928 -2.796
H -4.180 -3.714 -3.654
H -4.511 -4.969 -2.435
H -3.994 -3.344 -1.922
C 0.689 3.748 5.485
C 1.653 2.808 6.191
N 2.453 2.028 6.776
H 1.243 4.433 4.838
H -0.014 3.172 4.876
H 0.128 4.328 6.223
C -7.208 0.558 -4.358
C -5.733 0.691 -4.701
N -4.510 0.801 -4.985
H -7.781 1.337 -4.870
H -7.578 -0.421 -4.674
H -7.351 0.662 -3.279
C 3.841 -8.685 -1.525
C 2.760 -9.077 -2.518
N 1.863 -9.403 -3.342
H 3.386 -8.266 -0.624
H 4.431 -9.563 -1.250
H 4.503 -7.937 -1.970
C -5.782 4.332 -6.162
C -7.226 3.924 -5.918
N -8.423 3.586 -5.716
H -5.604 5.333 -5.758
H -5.107 3.625 -5.673
H -5.573 4.339 -7.236
C 5.008 2.661 -3.205
C 5.973 1.721 -2.500
N 6.773 0.942 -1.914
H 5.562 3.347 -3.852
H 4.306 2.086 -3.814
H 4.448 3.242 -2.468
C 4.957 -6.587 -7.740
C 4.778 -7.465 -6.511
N 4.630 -8.192 -5.492
H 5.076 -5.543 -7.438
H 5.845 -6.901 -8.296
H 4.081 -6.672 -8.389
C 7.415 -4.225 2.472
C 6.333 -4.618 1.478
N 5.436 -4.943 0.654
H 6.959 -3.806 3.373
H 8.005 -5.104 2.747
H 8.076 -3.477 2.026
C -2.996 3.337 6.515
C -4.440 2.929 6.759
N -5.638 2.591 6.962
H -2.818 4.337 6.919
H -2.321 2.630 7.004
H -2.787 3.344 5.442
```